Computed, not measured: a structure of composition C36H47FN3SbTi, with ωB97M-V/def2-TZVPD.

Properties
- LUMO level (eV) = -7.2
- frontier orbital gap (eV) = 6.62
- 2S+1 = 1
- M (g mol⁻¹) = 710.42
- charge = +2

Element x y z (Å)
Ti (-0.378, 0.350, -0.015)
C (0.085, 1.985, -3.294)
C (1.033, 1.023, -2.577)
C (2.176, 1.724, -1.883)
C (3.384, 1.852, -2.547)
C (4.404, 2.614, -1.994)
C (4.208, 3.252, -0.781)
C (2.999, 3.159, -0.088)
C (2.828, 3.954, 1.189)
C (2.670, 5.457, 0.928)
C (1.997, 2.372, -0.656)
N (0.695, 2.187, -0.085)
C (-0.050, 3.209, 0.243)
C (-1.418, 2.961, 0.442)
C (-2.500, 3.758, 0.740)
C (-3.647, 2.948, 0.599)
C (-3.220, 1.695, 0.226)
N (-1.853, 1.660, 0.127)
H (-0.705, 1.446, -3.817)
H (0.647, 2.559, -4.030)
H (-0.374, 2.691, -2.601)
H (1.435, 0.295, -3.281)
H (0.427, 0.382, -1.900)
H (3.526, 1.363, -3.504)
H (5.348, 2.713, -2.513)
H (5.005, 3.852, -0.356)
H (3.717, 3.813, 1.806)
H (1.988, 3.578, 1.773)
H (3.558, 5.856, 0.439)
H (2.532, 5.996, 1.865)
H (1.822, 5.682, 0.276)
H (0.355, 4.215, 0.297)
H (-2.467, 4.803, 1.013)
H (-4.673, 3.253, 0.730)
H (-3.818, 0.831, -0.008)
C (-0.685, -0.072, 2.801)
C (-2.044, -0.761, 2.863)
C (-1.922, -1.998, 3.765)
C (-2.736, -1.116, 1.550)
C (-4.118, -1.240, 1.633)
C (-4.892, -1.548, 0.529)
C (-4.305, -1.681, -0.723)
C (-2.935, -1.568, -0.873)
C (-2.327, -1.723, -2.255)
C (-2.529, -3.143, -2.794)
C (-2.902, -0.673, -3.216)
C (-2.145, -1.328, 0.285)
N (-0.707, -1.451, 0.113)
C (-0.200, -2.762, -0.083)
C (-0.719, -3.872, 0.579)
C (-0.193, -5.132, 0.352)
C (0.844, -5.307, -0.557)
C (1.357, -4.216, -1.249)
C (0.825, -2.977, -0.993)
F (1.312, -1.903, -1.667)
H (-0.456, 0.391, 3.762)
H (-0.648, 0.791, 2.107)
H (0.104, -0.790, 2.597)
H (-2.727, -0.060, 3.347)
H (-1.213, -2.713, 3.342)
H (-2.883, -2.499, 3.880)
H (-1.569, -1.715, 4.758)
H (-4.598, -1.084, 2.593)
H (-5.964, -1.656, 0.637)
H (-4.924, -1.882, -1.589)
H (-1.252, -1.548, -2.192)
H (-3.590, -3.362, -2.923)
H (-2.109, -3.890, -2.117)
H (-2.045, -3.249, -3.765)
H (-3.973, -0.815, -3.368)
H (-2.418, -0.756, -4.190)
H (-2.753, 0.342, -2.839)
H (-1.546, -3.737, 1.265)
H (-0.600, -5.985, 0.878)
H (1.248, -6.294, -0.739)
H (2.148, -4.323, -1.979)
C (2.342, -2.375, 2.011)
Sb (2.274, -0.487, 1.026)
C (2.993, 0.697, 2.635)
C (4.014, -0.636, -0.170)
H (3.300, -2.420, 2.528)
H (2.276, -3.194, 1.297)
H (1.539, -2.470, 2.740)
H (3.601, 0.062, 3.278)
H (2.171, 1.114, 3.215)
H (3.607, 1.504, 2.245)
H (4.749, -1.229, 0.375)
H (4.404, 0.363, -0.352)
H (3.778, -1.115, -1.117)

Atom charges from the Löwdin analysis, given in e for atoms 1 to 2: 1.015 -0.037